C28H77F2LiN8O11S2 | the ωB97M-V functional and the def2-TZVPD basis

Geometry as XYZ:
```
129
Properties=species:S:1:pos:R:3:mulliken_charge:R:1
Li 1.6794 -1.1607 2.1777 1.18
N 0.5907 -1.2337 0.6153 0.20
S -0.7732 -1.4949 -0.0049 0.03
O -0.8026 -1.7017 -1.4555 -0.56
O -1.8945 -0.7029 0.5694 -0.69
F -0.9550 -3.0014 0.5286 -0.24
S 0.9988 0.0338 -0.4586 0.70
O 0.0268 1.0847 -0.7348 -0.28
O 1.9481 -0.2501 -1.5109 -0.69
F 1.8890 0.8950 0.5815 -0.44
C 0.3851 -0.0330 5.9684 -1.49
C 0.9878 -0.1258 4.5916 1.17
C 2.5624 -0.0432 4.5840 -0.36
O 3.0889 -0.1903 3.3029 -0.44
C 4.3693 0.1879 3.0372 -0.80
N 0.5867 -1.3483 4.0162 -0.70
H -0.6768 -0.2749 5.9234 0.07
H 0.5217 0.9591 6.3988 0.41
H 0.7688 -0.8168 6.6216 0.37
H 0.5203 0.7536 4.1485 0.05
H 3.0032 -0.8187 5.2104 0.28
H 2.8001 0.9336 5.0053 0.52
H 5.1231 -0.5162 3.3895 0.14
H 4.7358 1.1249 3.4562 0.29
H 4.3290 0.2438 1.9494 0.11
H 0.7976 -2.1498 4.5934 -0.01
H -0.3786 -1.3028 4.3099 0.24
C -3.8679 -6.6992 -0.9376 -1.47
C -2.5878 -5.8262 -0.7691 0.62
C -1.3673 -6.7371 -0.8427 -0.76
O -1.6030 -7.8977 -0.0474 -0.40
C -1.6781 -7.5779 1.3008 -0.52
N -2.6927 -4.9505 -1.8850 -0.54
H -3.7360 -7.6423 -1.4680 0.30
H -4.7227 -6.2417 -1.4357 0.49
H -4.2980 -7.0078 0.0152 0.32
H -2.5798 -5.1694 0.1007 0.17
H -0.5767 -6.0641 -0.5109 0.20
H -1.2002 -6.9928 -1.8890 0.48
H -0.8707 -6.8890 1.5490 0.18
H -1.6192 -8.5519 1.7864 0.25
H -2.6469 -7.1507 1.5600 0.24
H -3.6263 -4.5829 -1.7695 0.24
H -2.6824 -5.4837 -2.7427 0.25
C -2.2843 2.3373 3.0073 -1.56
C -2.6732 0.9939 3.4342 1.70
C -3.3622 1.0867 4.8902 -0.86
O -3.2422 -0.2085 5.4781 -0.22
C -3.4991 -0.4045 6.8507 -0.98
N -3.5479 0.3343 2.4456 -0.84
H -3.0732 3.0880 3.0541 0.33
H -2.1833 2.2234 1.9280 0.29
H -1.3283 2.7720 3.2993 0.37
H -1.7210 0.4751 3.5441 -0.59
H -4.3518 1.5392 4.9554 0.49
H -2.7028 1.7389 5.4629 0.34
H -2.7862 0.1438 7.4666 0.33
H -3.3906 -1.4789 6.9989 0.27
H -4.5503 -0.2421 7.0886 0.31
H -3.8481 -0.6134 2.6240 0.31
H -3.0179 0.1993 1.5965 0.47
C 4.5379 2.6918 -0.0464 -0.73
C 3.7920 4.0419 -0.2363 0.44
C 4.4669 5.1584 -1.0939 -0.99
O 3.7852 6.4272 -0.9209 -0.40
C 2.9029 6.7384 -2.0049 -0.37
N 2.4546 3.6877 -0.6573 -0.13
H 4.3706 2.0420 -0.9054 0.27
H 4.1685 2.1001 0.7911 -0.26
H 5.6112 2.8655 0.0318 0.52
H 3.6555 4.5699 0.7075 0.31
H 4.5961 4.9136 -2.1481 0.36
H 5.4819 5.3250 -0.7331 0.37
H 3.4294 6.7634 -2.9590 0.29
H 2.5248 7.7494 -1.8536 0.29
H 2.0319 6.0849 -1.9553 0.02
H 2.0289 4.5866 -0.8332 0.06
H 1.8926 3.3343 0.1039 0.00
C -0.4403 3.5959 -2.8749 -0.58
C 0.2034 2.9305 -4.1815 1.04
C 0.5297 3.9516 -5.2447 -0.99
O -0.6376 4.6740 -5.7512 -0.37
C -1.6963 3.9663 -6.4670 -0.18
N 1.4136 2.2344 -3.8416 -0.69
H -0.3346 3.0811 -1.9200 0.16
H -1.4572 3.9715 -2.9888 0.25
H 0.0813 4.5163 -2.6126 0.05
H -0.5900 2.3047 -4.5900 -0.21
H 1.0204 3.5133 -6.1137 0.38
H 1.0669 4.7020 -4.6645 0.33
H -1.3320 3.6526 -7.4452 0.30
H -2.5621 4.6109 -6.6190 0.25
H -2.0000 3.0915 -5.8919 -0.12
H 2.0996 2.9094 -3.5351 0.31
H 1.1263 1.8682 -2.9453 0.05
C -5.3735 3.7865 -3.9000 -1.60
C -4.7423 2.5952 -4.6831 0.97
C -3.9679 1.5778 -3.7931 -0.63
O -3.0522 0.9358 -4.5788 -0.43
C -2.2174 0.1854 -3.7529 -0.77
N -5.7218 1.9062 -5.4118 -0.82
H -6.1720 3.3838 -3.2769 0.37
H -5.7349 4.5551 -4.5833 0.38
H -4.7178 4.2586 -3.1683 0.33
H -4.0927 2.9309 -5.4914 -0.01
H -4.6406 0.8919 -3.2782 0.47
H -3.3935 2.2064 -3.1126 0.17
H -2.7680 -0.3543 -2.9824 0.42
H -1.6818 0.8851 -3.1113 0.13
H -1.4749 -0.4718 -4.2056 0.41
H -5.9777 2.4969 -6.1901 0.28
H -5.2407 1.1185 -5.8220 0.31
C 2.4513 -4.4631 2.3189 -1.58
C 3.6328 -3.7206 1.7774 0.46
C 4.2352 -4.4112 0.5507 -0.85
O 5.1628 -3.5668 -0.1878 -0.38
C 6.3020 -3.1925 0.6016 -0.67
N 3.2397 -2.3937 1.3368 -0.60
H 1.6117 -4.3163 1.6395 0.15
H 2.2001 -4.1107 3.3193 0.36
H 2.6764 -5.5134 2.5039 0.47
H 4.3309 -3.4894 2.5820 0.36
H 3.4118 -4.5542 -0.1491 0.32
H 4.6507 -5.4147 0.6422 0.46
H 6.6407 -4.0268 1.2159 0.33
H 6.1759 -2.3450 1.2753 0.17
H 7.1530 -2.9915 -0.0492 0.29
H 4.0598 -2.2909 0.7563 0.18
H 2.4990 -2.3125 0.6550 0.24
```

Summary:
spin multiplicity = 2
strongest force on any atom = 8.14 eV/Å
total charge = -1
HOMO (spin up / spin down) = -0.16 / -6.94 eV
DFT total energy = -3382.0973 a.u.